10
Properties=species:S:1:pos:R:3:nbo_charge:R:1 method="wB97M-V/def2-TZVPD" charge=0 homo_ev=-10.0882 orbital_gap_ev=10.9 e_lumo_ha=0.029 fmax_ha_per_bohr=0.0568 relative_energy_ev=2.4823 mol_weight_g_mol=84.08 smiles=N#C[C@H]1O[C@@H]1N
C 1.5492 -0.1179 -0.5723 -0.09
H 1.2986 0.0195 -1.6879 0.22
H -1.3609 0.1470 1.1668 0.39
N 3.8944 0.3512 0.3532 -0.29
H -1.2982 -0.3215 -0.5409 0.39
O 1.0381 -1.3197 0.0468 -0.48
C 2.9220 0.1175 -0.1914 0.24
N -0.9173 0.1728 0.2225 -0.83
C 0.4322 -0.1035 0.4631 0.25
H 0.8406 0.2097 1.3653 0.18